No. 1
Here is a 3-piece molecular cluster, C18H26N3O6P overall at a distorted geometry from the OMol25 dataset. Energies are from wB97M-V/def2-TZVPD.

```
54
C18H26N3O6P (wB97M-V/def2-TZVPD)
P -5.0332 0.0104 3.1891
O -4.9038 -0.1597 1.5572
O -3.5648 4.4018 5.3468
O -1.9926 0.1560 3.3015
O -6.5029 0.6384 3.5375
O 1.2981 -2.5620 -4.5733
O 1.0401 -1.9789 0.2317
N 2.6374 -3.4334 -0.3607
N -0.1594 1.3948 1.4340
N 2.9376 -1.1135 -5.0561
C -3.4246 3.6242 4.4366
C 3.7443 -0.2515 -5.8999
C -0.5484 4.9768 2.3824
C -4.3917 2.5468 4.1343
C -1.6221 4.8954 3.2665
C -3.9528 1.4140 3.5838
C 0.9237 -0.5145 2.7062
C 1.4055 -2.8739 -0.5172
C -1.7877 2.5015 2.9204
C -0.0899 3.8139 1.7869
C 1.8784 -1.8858 -5.4093
C 1.0520 0.9161 2.1825
C 3.2446 -4.4930 -1.1429
C -0.6944 2.5780 2.0518
C 0.5439 -3.4030 -1.6331
C -2.2491 3.6905 3.5202
C 1.4551 -1.8713 -6.8582
C -2.5014 1.2381 3.2544
H 1.0353 -3.2534 -2.5978
H 4.7859 -0.5747 -5.8673
H 0.3395 -4.4651 -1.4850
H 4.1715 -4.1342 -1.5952
H 0.6030 -2.5330 -6.9758
H 3.6895 0.7755 -5.5355
H -0.0965 5.9425 2.2161
H 3.4821 -5.3398 -0.4960
H -7.1389 -0.0787 3.6052
H 3.1645 -3.0396 0.4023
H 1.9541 1.0505 1.5861
H 0.4585 -0.4556 3.6869
H 1.9298 -0.9007 2.8690
H -4.3281 0.5161 1.1737
H 1.1871 1.5579 3.0540
H 3.1655 -1.1685 -4.0757
H -0.3981 -2.8635 -1.6324
H 0.7531 3.8630 1.1114
H 3.4000 -0.2784 -6.9277
H 0.3331 -1.1386 2.0639
H 2.2645 -2.2246 -7.4981
H -1.9668 5.7969 3.7545
H -5.4387 2.6920 4.3603
H 2.5766 -4.8263 -1.9294
H 1.1629 -0.8659 -7.1628
H 0.1686 1.6900 0.5227
```

Calculated values
**Structure (SMILES)**: CCNc1cccc2c1C(=O)C(P(O)O)=CC2=O.CNC(C)=O.CNC(C)=O
**HOMO-LUMO gap**: 7.51 eV
**Molecular weight**: 411.39 g mol⁻¹
**DFT total energy**: -1658.5847 Eh
**HOMO energy**: -8.33 eV


No. 2
Here is C18H26N4RuS2Si2 as an isolated structure at a distorted geometry from the OMol25 dataset. Energies are from wB97M-V/def2-TZVPD.

```
53
C18H26N4RuS2Si2 (wB97M-V/def2-TZVPD)
Ru 0.2330 -0.1500 1.4269
S 1.6243 1.0320 2.7017
S 1.2121 -2.2976 1.7409
Si -0.2603 -0.6766 -0.9186
Si 2.4711 0.7102 0.5137
N -0.3129 -4.4578 1.9779
N -1.0835 1.3876 1.2350
N -1.4344 -2.4805 1.7392
N -1.4484 -1.1163 1.5236
C -3.9340 -1.0010 1.8501
C 1.1243 -0.0177 -1.9830
C -3.4278 1.8918 1.2880
C -0.4592 -2.4891 -1.4096
C -1.8301 3.6148 0.8618
C 3.2304 0.8948 -3.5677
C -3.1517 3.2181 1.0215
C 3.2913 0.9934 -2.1889
C -2.5713 -0.4421 1.5958
C 3.1699 2.4793 0.5749
C -2.3747 0.9870 1.3789
C 2.1053 0.3413 -4.1738
C -0.8248 2.6778 0.9830
C 1.0657 -0.1115 -3.3821
C -1.8510 0.1012 -1.5836
C 3.9129 -0.4487 0.8616
C -0.2356 -3.1085 1.8400
C 2.2397 0.5436 -1.3738
H -1.3011 -2.9855 -0.9207
H 4.0558 1.2496 -4.1733
H 0.2226 2.9327 0.9056
H 4.1714 2.4896 0.1348
H 4.1753 -0.4219 1.9186
H -1.9263 -0.1597 -2.6435
H -4.3847 -0.5290 2.7251
H 4.1768 1.4300 -1.7413
H -4.5929 -0.8161 0.9981
H -2.7587 -0.2703 -1.0996
H -3.9548 3.9379 0.9376
H 4.7733 -0.1215 0.2705
H 3.2377 2.8787 1.5830
H 0.4465 -3.0657 -1.2127
H -1.8412 1.1911 -1.5096
H -4.4461 1.5529 1.4151
H -3.9406 -2.0736 2.0327
H 2.5533 3.1528 -0.0297
H -1.5791 4.6460 0.6575
H -2.2944 -3.0006 1.6880
H -0.6502 -2.5271 -2.4861
H 3.7020 -1.4812 0.5724
H 0.5619 -4.9189 2.1660
H 0.1941 -0.5490 -3.8608
H -1.1276 -4.8797 2.3917
H 2.0465 0.2633 -5.2527
```

Calculated values
**HOMO-LUMO gap (spin up / spin down)**: 5.86 / 5.86 eV
**Molecular weight**: 519.81 g mol⁻¹
**DFT total energy**: -2390.8461 Eh
**HOMO energy (spin up / spin down)**: -6.60 / -6.60 eV


No. 3
Here is a 2-piece molecular cluster, C18H26N6O4 overall at a distorted geometry from the OMol25 dataset. Energies are from wB97M-V/def2-TZVPD.

```
54
C18H26N6O4 (wB97M-V/def2-TZVPD)
O -1.0009 -1.4574 2.1296
O -3.7215 -4.3616 0.9914
O -7.7350 -0.8043 0.2061
O 2.0308 0.0519 3.4279
N -1.4183 -2.3888 4.6785
N -5.5077 -3.6825 2.1590
N -5.6367 -1.3006 0.6922
N -0.3135 -1.5593 4.2556
N 2.9755 0.7942 2.6796
N 1.3370 0.0772 1.3326
C 4.3438 2.1370 0.4016
C 3.1425 1.4219 0.2917
C -6.7496 -1.4882 -0.0152
C 6.4340 2.9829 -3.3095
C -4.4006 -2.0949 0.6229
C -6.7981 -2.5600 -1.0856
C -4.5045 -3.4718 1.2940
C 4.2842 2.9604 -4.5455
C 2.5173 0.7754 1.4538
C -5.7726 -4.9624 2.8164
C 3.0958 1.9519 -2.0844
C 4.9075 2.7548 -0.7208
C 2.5283 1.3415 -0.9670
C 4.9419 3.3570 -3.2058
C -0.1246 -1.1443 2.9365
C 1.0691 -0.3463 2.5404
C 4.3040 2.6682 -1.9918
C 4.8001 4.8787 -3.0431
H -5.9987 -2.3958 -1.8055
H -5.6630 -0.5246 1.3349
H -4.1053 -2.2408 -0.4161
H 3.2427 3.2947 -4.5853
H 6.5514 1.8947 -3.3262
H 5.3289 5.2270 -2.1507
H 4.3129 1.8747 -4.6828
H 5.8272 3.3145 -0.5888
H 0.4442 -1.3522 4.9117
H -4.8521 -5.3516 3.2569
H -6.5226 -4.8410 3.5994
H 4.8109 3.4224 -5.3868
H -1.6947 -3.0321 3.9267
H -2.2230 -1.8270 4.9660
H -7.7574 -2.5019 -1.5979
H 7.0068 3.3799 -2.4670
H -6.1429 -2.9177 2.3295
H 4.8421 2.2215 1.3641
H 1.5940 0.7983 -1.0883
H 6.8721 3.3901 -4.2262
H 5.2168 5.3996 -3.9110
H -6.6912 -3.5409 -0.6285
H 2.5629 1.8491 -3.0225
H 3.7455 5.1560 -2.9476
H -3.6018 -1.5436 1.1196
H -6.1340 -5.6841 2.0812
```

Calculated values
**Structure (SMILES)**: CC(C)(C)c1ccc(-c2noc(C(=O)NN)n2)cc1.CNC(=O)CNC(C)=O
**HOMO-LUMO gap**: 8.87 eV
**Molecular weight**: 390.44 g mol⁻¹
**DFT total energy**: -1330.9859 Eh
**HOMO energy**: -9.17 eV


No. 4
Here is C18H27BBeCl6F10N6O4S2 as an isolated structure at a distorted geometry from the OMol25 dataset. Energies are from wB97M-V/def2-TZVPD.

```
75
C18H27BBeCl6F10N6O4S2 (wB97M-V/def2-TZVPD)
Cl 2.3130 -1.9349 -7.5441
Cl 3.2357 -3.5426 1.2431
Cl 6.1038 -3.3462 -2.0866
Cl -2.7470 -4.2179 -2.6159
Cl 3.0244 -1.7659 -3.9974
Cl -4.0324 -1.5924 -3.8717
S 1.6248 1.3728 -0.4978
S -0.6406 0.9266 -1.7537
F -2.5337 4.3694 -4.4281
F 2.2364 2.5132 2.0122
F -2.3930 0.0589 0.0672
F -3.8315 5.9762 -3.6376
F 3.0988 0.5079 1.5471
F -1.8028 -1.4789 -1.3668
F 1.0054 0.7387 2.1358
F -0.3623 -0.8413 0.1607
F -2.7966 4.4430 -2.1671
F -1.7755 6.1127 -3.2888
O -1.7626 1.8543 -2.0425
O 2.6284 2.2383 -1.0329
O 0.0039 0.1831 -2.8559
O 1.7732 -0.0702 -0.8184
N -0.9500 -4.0999 2.6599
N 0.2796 1.9005 -0.6387
N -2.9895 3.1117 0.3111
N -1.9025 -1.1290 6.1030
N 2.5883 2.0478 5.4486
N -0.2458 3.8743 2.0322
C 1.9952 1.3162 1.4017
C -0.1417 -4.1169 0.1194
C 5.0813 -4.0125 -0.7446
C -3.9070 2.4256 0.4433
C -0.4294 4.0436 3.1484
C 2.5435 -0.5952 -6.4364
C -0.5901 -4.1190 1.5322
C 4.5623 0.6085 4.5302
C -0.6564 4.2424 4.6399
C -1.3729 -0.4397 -0.6473
C -5.0932 1.6020 0.6354
C -5.0282 -2.9327 -3.1051
C 3.4736 1.3986 5.0276
C -1.2206 -0.3634 5.6099
C 1.9849 -0.8151 -5.0017
C -4.2307 -3.5676 -1.9275
C 4.3772 -2.8738 0.0649
C -0.2970 0.6571 4.9989
B -2.7745 5.1599 -3.3897
Be -0.7893 4.0888 -0.7196
H -3.9543 -2.7787 -1.2279
H 0.9416 -4.1929 0.0253
H -1.3295 5.0829 4.8093
H -6.0065 2.1261 0.3539
H 0.2806 4.4069 5.1719
H -5.0172 0.6119 0.1859
H -1.0543 3.3648 5.1493
H 5.1375 0.2526 5.3850
H -0.8596 1.1067 4.1807
H 4.1743 -0.2638 4.0043
H 5.6524 -4.7328 -0.1588
H 1.8715 0.1879 -4.5905
H -0.4135 -3.2819 -0.5265
H 0.5741 0.1675 4.5635
H 2.0146 0.2325 -6.9088
H -6.0117 -2.5508 -2.8313
H 4.3285 -4.7594 -0.9965
H -4.7399 -4.3153 -1.3194
H 1.0198 -1.3096 -5.1118
H -5.0778 -3.6332 -3.9388
H -5.0995 1.4712 1.7175
H -0.0328 1.4654 5.6806
H -0.6385 -4.9553 -0.3688
H 3.5348 -0.1537 -6.3339
H 5.1298 -2.2636 0.5642
H 3.6968 -2.3155 -0.5782
H 5.2416 1.1132 3.8432
```

Calculated values
**HOMO-LUMO gap (spin up / spin down)**: 6.97 / 9.12 eV
**Net charge**: -1
**Multiplicity**: 2
**Molecular weight**: 878.11 g mol⁻¹
**DFT total energy**: -5927.4632 Eh
**HOMO energy (spin up / spin down)**: -5.10 / -7.88 eV